DFT (wB97M-V/def2-TZVPD) results for one molecule with the formula C7H6ClNO2.

XYZ file:
```
17
Properties=species:S:1:pos:R:3:mulliken_charge:R:1
C -1.41177 0.92241 -0.28799 0.28
C -0.00993 0.43908 -0.11381 0.28
C 0.04680 -0.99808 -0.14390 -0.59
C 1.27656 -1.65573 -0.06163 -0.68
C 2.42621 -0.92314 0.11069 -0.31
C 2.32905 0.54308 0.10776 -0.55
C 1.14410 1.14468 0.05661 0.48
H -3.74178 -0.16360 1.29017 0.29
H -2.82913 -0.14821 -1.21062 0.28
H -0.85151 -1.41862 -0.13624 0.80
H 1.54646 -2.87107 -0.20035 0.15
H 3.44714 -1.27465 0.23882 0.36
H 3.18573 1.17910 0.30206 0.39
N -2.46900 -0.04599 -0.20657 -0.14
O -3.53213 0.35129 0.60667 -0.43
O -1.67518 2.02831 -0.45168 -0.44
Cl 1.11839 2.89114 0.10000 -0.18
```

Results
Orbital gap   9.575 eV
2S+1   1
Relative energy (zero: lowest compared OMol25 entry of this formula, charge and spin)   417.47 kJ/mol
LUMO level   0.001 hartree
E_HOMO   -9.55 eV
Structure (SMILES)   O=C(NO)c1ccccc1Cl
Maximum force   7.42 eV/A

DFT (wB97M-V/def2-TZVPD) results for C34H51InN6OP as an isolated structure.

XYZ file:
```
94
Properties=species:S:1:pos:R:3:mulliken_charge:R:1
In -1.02712 -0.70180 0.46991 0.78
N 0.54854 -3.50006 3.52153 -0.60
N -1.41044 -3.02856 -2.51668 -0.54
C 1.01324 2.18794 -0.60078 0.95
C 2.08645 1.32340 -0.31432 0.63
C 2.09992 1.06650 1.12113 0.24
C 2.98381 0.29235 1.81749 -1.37
H 3.73847 -0.27922 1.28877 0.25
H 1.65553 -1.47356 2.43993 0.16
H 2.93786 0.29335 2.90676 0.48
C 0.91092 1.72114 1.66059 0.32
C 0.45560 1.58141 3.05198 -0.90
H 0.93825 2.32230 3.71534 0.42
H 0.72364 0.58470 3.43150 0.15
H -0.63479 1.71501 3.13907 -0.04
C 0.29436 2.44254 0.62252 0.52
C -0.89815 3.31179 0.78464 -1.09
H -1.74258 2.76800 1.23551 -0.08
H -1.22760 3.71435 -0.17975 0.41
H -0.66779 4.16414 1.44505 0.28
C 3.06319 0.72780 -1.23710 -1.13
H 4.02436 1.27049 -1.22178 0.28
H 2.68465 0.73339 -2.26850 -0.06
H 3.27281 -0.30766 -0.92756 0.42
C 0.67773 2.77464 -1.92365 -1.14
H -0.40771 2.88596 -2.04514 0.29
H 1.03906 2.13240 -2.73589 -0.06
H 1.13963 3.76914 -2.05072 0.31
C -0.17592 -4.48868 4.02084 -0.40
H 0.08773 -4.86968 5.01671 0.34
C -1.29665 -5.04640 3.35941 -0.60
H -1.91051 -5.77294 3.88138 0.50
C -1.54332 -4.68180 2.02954 -0.21
H -2.42992 -5.03718 1.48636 0.42
C -0.62380 -3.84879 1.39675 -0.74
H -0.64645 -3.62517 0.32255 0.72
C 0.33791 -3.16781 2.21507 0.36
C 1.04315 -2.02750 1.72922 -1.13
H 1.42788 -2.06837 0.70355 0.42
C -1.60871 -1.81297 -2.92756 -0.13
C -0.35803 -3.53424 -3.28528 -0.85
H -0.03165 -4.55842 -3.15897 0.41
C 0.11659 -2.54561 -4.09951 -0.07
H 0.84664 -2.57479 -4.88459 0.23
N -0.65910 -1.40589 -3.82580 0.24
C -0.62504 -0.10849 -4.37328 0.08
C 0.47580 0.42818 -5.06265 1.13
C 0.29699 1.64409 -5.74318 -0.93
H 1.10697 2.04703 -6.35136 0.21
C -0.88840 2.37382 -5.65479 1.02
C -1.10817 3.58794 -6.51324 -1.53
H -1.66249 4.37092 -5.98372 0.35
H -1.68362 3.34203 -7.41783 0.28
H -0.15790 4.01570 -6.84789 0.36
C -1.87292 1.92764 -4.76491 -1.21
H -2.76258 2.53429 -4.59084 0.20
C -1.75616 0.69191 -4.10355 1.72
C -2.74254 0.22289 -3.13320 -0.85
H -2.46491 -1.06371 -2.76169 -0.04
H -3.76711 0.20588 -3.52110 0.00
H -2.70711 0.76045 -2.17530 -0.21
C 1.83861 -0.16326 -5.01119 -1.94
H 1.92354 -1.07578 -5.60937 0.46
H 2.14696 -0.38670 -3.98216 0.42
H 2.56182 0.55416 -5.42209 0.34
C -1.92159 0.34868 5.34576 -0.97
N -3.09238 0.43191 4.45436 0.30
C -4.31115 0.82770 5.16636 -1.17
P -3.20980 -0.71329 3.23997 -0.65
O -1.81915 -0.97128 2.72313 0.03
N -3.90375 -2.12508 3.78551 0.49
C -3.17013 -2.81045 4.85900 -1.21
C -5.35775 -2.28425 3.88273 -1.00
N -4.30473 -0.07912 2.19193 0.27
C -4.27764 1.36154 1.89335 -0.94
C -4.81365 -0.89226 1.07632 -1.10
H -1.61730 1.36767 5.62095 0.34
H -1.08016 -0.14006 4.84047 0.15
H -2.15478 -0.20676 6.26879 0.34
H -4.09928 1.76502 5.69758 0.40
H -5.14361 1.00321 4.47550 0.36
H -4.61084 0.07162 5.91250 0.25
H -3.38381 -2.36550 5.84672 0.27
H -3.48510 -3.86080 4.87322 0.49
H -2.09065 -2.78114 4.67654 0.26
H -5.85178 -1.40285 4.32178 0.31
H -5.80453 -2.49264 2.90317 0.27
H -5.55300 -3.14460 4.53409 0.40
H -3.71285 1.57299 0.96906 0.02
H -5.31524 1.70166 1.75282 0.41
H -3.83063 1.92244 2.72380 0.38
H -4.44051 -0.51319 0.11096 0.32
H -4.52128 -1.94690 1.16976 0.38
H -5.91315 -0.82773 1.07077 0.28
```

Results
Orbital gap   3.779 eV
2S+1   1
Relative energy (zero: lowest compared OMol25 entry of this formula, charge and spin)   0.00 kJ/mol
Net charge   -1
LUMO level   0.081 hartree
E_HOMO   -1.58 eV
Maximum force   4.20 eV/A

DFT (wB97M-V/def2-TZVPD) results for a 2-piece molecular cluster, C7H16N2O2 overall.

XYZ file:
```
27
Properties=species:S:1:pos:R:3:mulliken_charge:R:1
C 0.32126 1.96882 1.58123 -0.89
C -1.04100 2.06148 0.86871 -0.69
C -0.13584 -0.35386 2.44630 -0.95
C 2.22377 0.68478 -0.33619 -1.39
C 1.28563 -0.02817 0.57954 0.79
O 0.80379 -1.09466 0.19755 -0.63
N 0.71625 0.56103 1.68568 0.05
H 1.11767 2.53728 1.09918 0.42
H 0.33953 2.41129 2.58116 0.38
H -0.96294 1.60405 -0.11918 0.10
H -0.94807 3.05434 0.38187 0.38
H 0.49579 -0.90420 3.11386 0.30
H 1.72066 1.46225 -0.91683 0.35
H -1.88273 1.99990 1.53062 0.34
H -0.78849 0.28381 3.04018 0.36
H -0.68868 -0.95139 1.76171 0.30
H 3.10541 1.16759 0.09352 0.40
H 2.64550 0.00354 -1.06581 0.37
C -0.49003 -0.87474 -2.44204 -0.49
C -1.41995 -1.85872 -1.83733 0.73
O -2.40276 -1.50725 -1.20640 -0.64
N -1.08982 -3.18234 -1.83995 -0.40
H 0.14444 -0.50667 -1.61514 -0.22
H -0.99885 0.08566 -2.57229 0.24
H -1.69457 -3.74447 -1.26484 0.22
H -0.48425 -3.68491 -2.45742 0.18
H 0.10828 -1.19444 -3.28770 0.39
```

Results
Orbital gap   9.840 eV
2S+1   1
Relative energy (zero: lowest compared OMol25 entry of this formula, charge and spin)   71.47 kJ/mol
LUMO level   0.031 hartree
E_HOMO   -9.00 eV
Structure (SMILES)   CCN(C)C(C)=O.CC(N)=O
Maximum force   3.85 eV/A